No. 1
ORCA calculation (ωB97M-V/def2-TZVPD) on a cluster of 7 separate species, C32H47Cl2NO23S in total in a non-equilibrium geometry.

XYZ file:
```
106
Properties=species:S:1:pos:R:3:mulliken_charge:R:1
C -1.6898 -2.2260 -7.7555 -1.086
C -1.6263 -2.7594 -6.2814 0.528
Cl -2.8765 -4.0313 -5.8469 -0.191
C -0.7368 -2.3724 -5.2885 -0.351
Cl 0.4932 -1.0973 -5.7635 -0.253
C -0.7385 -3.0058 -3.8245 0.029
C -1.9733 -2.5410 -2.9389 -0.828
S -1.6719 -3.1845 -1.2102 1.245
O -2.9144 -3.7817 -0.6217 -0.758
O -1.2550 -2.0753 -0.2740 -0.649
O -0.5179 -4.3727 -1.3721 -0.316
C 0.7463 -3.8478 -1.8252 -0.036
O 1.5789 -4.9643 -2.2777 -0.122
N 2.8906 -4.6903 -1.9866 0.198
O 3.5463 -5.2142 -2.8313 -0.403
C 0.6488 -2.8304 -3.0573 0.268
C 0.9243 -1.3686 -2.4920 -1.268
H -1.7347 -3.1191 -8.4634 0.309
H -2.6449 -1.6421 -7.9480 0.282
H -0.8147 -1.5897 -8.0644 0.313
H -0.8666 -4.1286 -3.9940 0.598
H -2.1795 -1.4324 -2.9480 0.402
H -2.9345 -3.0588 -3.2692 0.496
H 1.2982 -3.3938 -0.9372 0.213
H 1.4784 -3.0888 -3.7934 0.659
H 1.6319 -1.4011 -1.5973 0.408
H -0.0047 -0.8259 -2.1366 0.238
H 1.4255 -0.6770 -3.2378 0.078
C 5.6810 1.2522 -3.8386 -1.489
C 4.4225 2.0473 -3.5682 0.538
C 4.3927 2.7179 -2.2265 -0.631
O 2.9913 2.8347 -1.9823 -0.247
C 2.3956 1.8109 -2.6538 0.580
O 1.2518 1.4945 -2.5240 -0.523
O 3.2779 1.1940 -3.4875 -0.277
H 5.5222 0.5485 -4.6584 0.367
H 6.5101 1.9137 -4.0963 0.391
H 5.9719 0.6609 -2.9668 0.362
H 4.2487 2.7605 -4.3813 0.290
H 4.8682 3.6992 -2.2339 0.359
H 4.8295 2.1131 -1.4264 0.287
C 1.2113 6.1900 2.3595 -1.627
C 2.1283 5.7660 1.2347 0.862
C 3.3336 4.9905 1.6789 -0.455
O 4.2617 5.2555 0.6279 -0.341
C 3.9296 6.4751 0.1174 0.612
O 4.6042 7.0892 -0.6512 -0.554
O 2.7311 6.8977 0.6032 -0.348
H 0.5502 6.9917 2.0329 0.311
H 0.6050 5.3505 2.7037 0.346
H 1.7779 6.5755 3.2115 0.430
H 1.5581 5.2246 0.4713 0.143
H 3.1393 3.9208 1.7643 0.315
H 3.7662 5.3529 2.6161 0.315
C -4.0889 4.7235 -1.0356 -1.453
C -3.2807 5.7499 -0.2725 0.541
C -1.7946 5.5956 -0.4155 -0.666
O -1.3166 6.1978 0.7877 -0.154
C -2.3020 6.0411 1.7149 0.505
O -2.1700 6.2612 2.8819 -0.464
O -3.4506 5.5977 1.1383 -0.358
H -5.1117 4.6803 -0.6559 0.369
H -4.1168 4.9645 -2.0998 0.378
H -3.6672 3.7216 -0.9217 0.342
H -3.6103 6.7598 -0.5395 0.262
H -1.3984 6.1105 -1.2912 0.347
H -1.4626 4.5531 -0.4312 0.324
C -2.8312 6.5625 5.6548 -1.324
C -2.8697 5.3429 6.5481 0.602
C -4.2377 4.9947 7.0586 -0.483
O -3.9359 4.2923 8.2630 -0.329
C -2.7442 4.7821 8.7092 0.600
O -2.2818 4.5525 9.7840 -0.534
O -2.1574 5.5696 7.7668 -0.370
H -1.8134 6.9486 5.5749 0.275
H -3.1959 6.3246 4.6597 0.394
H -3.4449 7.3716 6.0614 0.347
H -2.3984 4.4932 6.0414 0.248
H -4.7975 4.3611 6.3698 0.294
H -4.8430 5.8692 7.3154 0.318
C -0.5184 -3.4990 4.9906 -1.497
C -0.3889 -3.3674 3.4889 0.559
C -0.4137 -4.6737 2.7510 -0.598
O 0.3077 -4.3554 1.5625 -0.046
C 1.1686 -3.3536 1.8895 0.543
O 2.0526 -2.9683 1.1822 -0.613
O 0.8941 -2.8547 3.1228 -0.395
H -0.1836 -2.5856 5.4866 0.366
H -1.5534 -3.6966 5.2751 0.377
H 0.1039 -4.3122 5.3732 0.350
H -1.1447 -2.6729 3.1071 0.278
H -1.4249 -5.0062 2.5143 0.343
H 0.1175 -5.4788 3.2678 0.324
C 0.8794 -7.4959 -0.3488 -1.100
C 0.5580 -8.9543 -0.5889 0.523
C -0.3090 -9.2052 -1.7884 -0.415
O -0.9371 -10.4397 -1.4478 -0.349
C -0.9936 -10.4833 -0.0863 0.566
O -1.6172 -11.2855 0.5366 -0.532
O -0.2467 -9.4867 0.4646 -0.377
H 1.2277 -7.3425 0.6751 0.365
H 1.6490 -7.1494 -1.0390 0.314
H -0.0052 -6.8670 -0.4781 0.096
H 1.4830 -9.5402 -0.6285 0.297
H 0.2637 -9.3026 -2.7113 0.331
H -1.0898 -8.4513 -1.9276 0.267
```

## Properties
DFT total energy	-118405.2526	eV
HOMO energy	-9.9	eV

---

No. 2
ORCA calculation (ωB97M-V/def2-TZVPD) on a structure of composition C42H96BeCl2F9N6O12S3 in a non-equilibrium geometry.

XYZ file:
```
171
Properties=species:S:1:pos:R:3:mulliken_charge:R:1
Be -1.3063 1.7900 -0.4506 0.901
C -2.4850 7.9159 -0.2405 -1.424
C -2.0340 7.4608 -1.6479 -0.083
C -3.1893 6.9412 -2.4949 -0.356
C -2.7474 6.1403 -3.7184 -0.460
N -3.9314 5.2925 -4.2390 0.281
C -3.5171 4.3751 -5.3715 -0.657
C -4.8132 4.1719 -6.2087 -0.760
C -5.6662 5.4001 -5.9106 -0.587
C -4.9175 6.2029 -4.8794 -0.726
C -4.5867 4.4317 -3.1368 -1.223
H -2.8693 7.0973 0.3922 0.298
H -3.2428 8.6542 -0.2459 0.393
H -1.6634 8.2640 0.3919 0.410
H -1.3184 6.6134 -1.4655 0.035
H -1.5078 8.2100 -2.1952 0.392
H -3.7704 7.8083 -2.8924 0.296
H -3.9279 6.3307 -1.9102 0.261
H -1.9689 5.3931 -3.4461 0.093
H -2.3394 6.7685 -4.5494 0.486
H -3.1134 3.4552 -4.8638 0.407
H -2.7645 4.8625 -5.9655 0.438
H -5.2747 3.2589 -5.9730 0.376
H -4.6594 4.1101 -7.2642 0.369
H -6.5739 5.0599 -5.4430 0.259
H -5.8465 6.0010 -6.7852 0.398
H -5.4640 6.6677 -4.0108 0.469
H -4.3304 6.9529 -5.3795 0.391
H -5.4040 4.9780 -2.6906 0.334
H -3.9494 4.2255 -2.2943 0.561
H -4.8753 3.4784 -3.5531 0.337
C -2.3911 -5.8510 -1.8985 -0.261
C -0.9559 -6.3788 -1.7367 -1.129
C 0.0806 -5.2692 -1.3751 0.130
C 0.6564 -4.4759 -2.5420 -0.829
N 0.4011 -2.9686 -2.4430 1.149
C -1.1447 -2.7183 -2.4655 0.384
C -1.5298 -2.8742 -3.9706 -0.717
C -0.0764 -2.7468 -4.7365 -0.992
C 0.8881 -2.3203 -3.6838 0.217
C 1.0843 -2.3242 -1.2611 -0.551
H -2.3307 -4.9862 -2.5659 -0.194
H -2.7987 -5.5945 -0.8631 -0.108
H -2.9969 -6.5650 -2.3952 0.581
H -0.6233 -6.8305 -2.6479 0.444
H -0.9536 -7.1820 -0.9612 0.433
H 0.9066 -5.6540 -0.8692 0.737
H -0.3484 -4.5519 -0.6672 -0.702
H 0.1926 -4.7797 -3.5066 0.552
H 1.7411 -4.5008 -2.6728 0.300
H -1.1837 -1.6365 -2.0885 -0.561
H -1.7206 -3.2632 -1.7161 -0.009
H -2.0696 -1.9977 -4.2953 0.506
H -2.0206 -3.7868 -4.2063 0.349
H -0.2183 -1.9099 -5.4563 0.414
H 0.1884 -3.6216 -5.3292 0.389
H 0.7411 -1.3006 -3.5083 0.293
H 1.9378 -2.5558 -3.8693 -0.144
H 2.0078 -2.8304 -1.0021 0.286
H 0.5231 -2.4358 -0.3714 -0.191
H 1.2408 -1.2821 -1.3993 0.346
C -8.8006 1.8843 2.8141 -1.381
C -8.3152 0.4751 2.5014 -0.435
C -6.7745 0.4711 2.5346 -0.181
C -6.4669 -0.9629 2.5624 -1.334
N -5.0305 -1.3511 2.6362 0.616
C -4.3121 -1.0794 1.3163 -0.302
C -4.9234 -2.0667 0.3923 -0.375
C -5.2026 -3.3066 1.2404 -0.239
C -4.8865 -2.8769 2.6984 -0.503
C -4.2209 -0.6883 3.7008 -1.137
H -9.9127 1.7760 2.8998 0.378
H -8.7077 2.5854 2.0049 0.347
H -8.4182 2.2138 3.7581 0.388
H -8.5113 0.2125 1.4814 0.392
H -8.6389 -0.2587 3.2609 0.353
H -6.3958 1.0543 3.4212 0.377
H -6.3145 0.9082 1.6685 0.220
H -7.1015 -1.5532 1.8976 0.408
H -6.7900 -1.3881 3.5837 0.416
H -3.2641 -1.2718 1.4929 -0.016
H -4.5149 -0.0478 1.0731 0.494
H -4.1610 -2.3165 -0.3909 -0.135
H -5.8065 -1.7623 -0.1099 0.474
H -4.5227 -4.1461 1.0633 -0.006
H -6.1773 -3.8377 1.1553 0.442
H -3.8988 -3.2028 2.9889 0.040
H -5.5764 -3.1866 3.4009 0.614
H -3.2541 -1.0383 3.7283 0.435
H -4.6706 -0.7395 4.7647 0.264
H -4.2447 0.4382 3.5185 0.333
C 6.5946 0.7905 -2.6733 -1.490
C 5.5350 -0.2045 -3.1903 0.556
C 5.7583 -1.6744 -2.8211 -0.766
O 4.6713 -2.4208 -3.3270 -0.211
C 4.8356 -3.7671 -3.9052 -0.937
N 4.1693 0.1504 -2.7631 0.657
H 3.4682 -0.5077 -3.1076 0.008
H 4.0482 0.1309 -1.6636 -0.364
H 3.8880 1.0744 -3.0702 0.317
H 7.5599 0.4130 -2.9746 0.477
H 6.6784 0.9421 -1.5829 0.226
H 6.3965 1.7126 -3.2077 0.434
H 5.6487 0.0054 -4.2692 0.222
H 5.8609 -1.8748 -1.7113 0.234
H 6.7633 -2.0238 -3.1658 0.430
H 4.8220 -4.5494 -3.1445 0.313
H 5.8208 -3.8476 -4.3830 0.455
H 4.1434 -3.9028 -4.7097 0.273
C 2.1123 0.1516 3.9444 -1.670
C 2.2990 -1.2339 3.3889 0.780
C 1.6916 -2.3500 4.1948 -0.436
O 2.2462 -2.2475 5.4922 -0.375
C 2.1675 -3.4085 6.2896 -0.771
N 1.6701 -1.2006 2.0495 1.586
H 0.9466 -0.4575 2.0604 -0.276
H 2.5041 -1.0185 1.2871 -0.456
H 1.2481 -2.1387 1.8505 -0.024
H 2.5521 0.2652 4.9572 0.433
H 1.0651 0.4946 3.9549 0.353
H 2.6819 0.7741 3.2857 0.468
H 3.4320 -1.2807 3.2885 -0.088
H 2.1213 -3.2878 3.7112 0.406
H 0.6155 -2.4230 4.0624 0.254
H 2.9453 -4.0953 5.9556 0.298
H 1.2121 -3.8602 6.2016 0.308
H 2.3082 -3.0775 7.3337 0.281
C 11.1497 0.8032 6.0645 -1.558
C 10.6203 0.3554 4.7073 0.348
C 9.2804 -0.4571 4.6768 -0.653
O 8.6577 -0.1951 3.4750 -0.358
C 7.4388 -0.8903 3.3791 -0.940
N 10.3653 1.5893 3.9337 -0.280
H 11.2388 2.1713 3.7127 0.382
H 9.7607 1.4651 3.1503 0.324
H 9.9191 2.2283 4.5558 0.350
H 10.4422 1.2481 6.7431 0.440
H 11.9631 1.5358 6.0044 0.438
H 11.5461 -0.0581 6.6283 0.373
H 11.3838 -0.2551 4.1843 0.268
H 8.7133 -0.2800 5.6642 0.376
H 9.5119 -1.4911 4.7089 0.413
H 7.0300 -0.7125 2.3847 0.296
H 6.7606 -0.3989 4.0382 0.403
H 7.6312 -1.9443 3.4126 0.361
Cl -2.6674 0.7616 -1.4633 -0.461
Cl 4.1408 -0.3221 0.3626 -0.681
C 2.0588 3.2549 -2.2441 0.399
F 2.8010 3.2729 -3.3700 -0.205
F 2.8025 2.6717 -1.2440 -0.188
F 1.8438 4.4957 -1.8221 -0.177
S 0.6368 2.3317 -2.5681 0.789
O -0.2128 2.5557 -1.3263 -0.201
O 0.0396 3.0561 -3.6358 -0.626
O 1.2568 1.0789 -2.8326 -0.445
C -1.2561 -5.3170 3.0907 0.527
F -2.4403 -5.2218 3.7699 -0.214
F -0.2040 -5.3047 3.9502 -0.191
F -1.2256 -6.4686 2.5000 -0.200
S -1.0699 -3.8501 1.9527 0.675
O 0.2936 -3.7242 1.4161 -0.778
O -2.0628 -4.0299 0.8937 -0.448
O -1.3402 -2.7838 2.9091 -0.729
C 0.0289 3.2829 2.3853 0.397
F 0.2909 2.9461 3.6547 -0.173
F -0.5538 4.4314 2.1749 -0.159
F 1.1397 3.0601 1.6718 -0.153
S -1.2308 1.9674 1.8416 1.006
O -0.4006 1.1023 0.9657 -0.774
O -1.7070 1.3757 2.9863 -0.418
O -2.2111 2.5536 0.8065 -0.441
```

## Properties
total charge	+3
DFT total energy	-161012.3626	eV
HOMO energy	-14.4	eV